[1]
{
  "formula": "C5H11NO",
  "method": "wB97M-V/def2-TZVPD",
  "energy_ha": -327.0389,
  "e_above_lowest_kcal_mol": 58.0,
  "orbital_gap_ha": 0.33838,
  "lumo_ev": 0.8,
  "total_charge": 0,
  "multiplicity": 1,
  "smiles": "C=C(C)O.C=CN",
  "e_homo_ev": -8.422,
  "species": ["O", "H", "H", "H", "H", "C", "N", "C", "H", "C", "C", "H", "H", "H", "H", "H", "C", "H"],
  "positions_angstrom": [[0.27, 0.54, -1.97], [-2.57, 0.38, 1.38], [0.19, 0.71, 2.59], [0.12, 2.92, 2.09], [2.22, -2.13, -2.74], [0.93, -0.68, -1.74], [-1.66, 0.04, 1.67], [1.84, -1.10, -2.70], [2.11, -0.35, -3.51], [-0.73, 1.01, 2.06], [-0.71, 2.35, 1.73], [-1.76, -0.72, 2.36], [0.68, -0.90, 0.39], [-0.65, -1.71, -0.55], [-1.52, 2.78, 1.11], [-0.25, 0.66, -1.14], [0.45, -1.45, -0.52], [1.04, -2.37, -0.52]]
}

---

[2]
{
  "formula": "C5H11NO",
  "method": "wB97M-V/def2-TZVPD",
  "energy_ha": -327.0208,
  "e_above_lowest_kcal_mol": 69.3,
  "orbital_gap_ha": 0.37372,
  "lumo_ev": 0.9,
  "total_charge": 0,
  "multiplicity": 1,
  "smiles": "C=CC[C@H](N)CO",
  "e_homo_ev": -9.267,
  "species": ["H", "N", "H", "C", "C", "H", "H", "H", "H", "H", "O", "C", "H", "C", "H", "C", "H", "H"],
  "positions_angstrom": [[0.81, -1.35, -1.28], [-0.08, -1.88, 1.17], [-1.02, -2.21, 1.35], [-0.13, -0.80, -1.05], [0.83, 0.48, 0.89], [0.27, -2.64, 0.60], [-1.28, -0.30, 0.74], [0.63, 2.15, -1.71], [-0.16, 0.11, -1.62], [-0.45, 3.14, -0.84], [-1.22, -1.62, -1.49], [0.34, 2.39, -0.68], [1.76, 0.15, 0.39], [-0.25, -0.58, 0.50], [-1.89, -1.68, -0.82], [0.39, 1.86, 0.55], [1.12, 0.22, 1.92], [0.35, 2.55, 1.37]]
}